{
  "formula": "C10H15N4S",
  "method": "ωB97M-V with the def2-TZVPD basis set",
  "elements": ["C", "C", "C", "C", "C", "C", "C", "C", "C", "C", "N", "N", "N", "N", "S", "H", "H", "H", "H", "H", "H", "H", "H", "H", "H", "H", "H", "H", "H", "H"],
  "xyz": [[-2.8075, -0.9506, -0.6455], [-1.7571, -1.0687, 0.2762], [-2.6897, -0.1011, -1.7140], [-0.4850, 0.6155, -0.9843], [-0.6000, -0.2859, 0.1295], [-1.5857, 0.7208, -1.8897], [0.5984, 1.5829, -1.0999], [1.9990, -0.3842, 2.8106], [1.1268, -2.4771, 1.8204], [0.8118, -1.0252, 2.0887], [0.3640, -0.1946, 1.0394], [1.8473, 1.2324, -0.9438], [-1.4669, 1.6142, -2.9710], [0.3201, 2.8466, -1.2307], [2.3536, -0.3679, -0.5958], [-3.6175, -1.6165, -0.6278], [-1.9312, -1.5272, 1.3501], [-3.4197, -0.1992, -2.5188], [2.3059, -0.7425, 3.7844], [3.0620, -0.5192, 2.3201], [1.6961, 0.6666, 2.6137], [1.8653, -2.6065, 2.5744], [1.2905, -2.6981, 0.7796], [0.3087, -3.2243, 1.9105], [-0.0589, -1.0443, 2.7817], [2.5901, 1.9915, -0.9899], [-1.9106, 1.2836, -3.7510], [-0.4740, 1.7472, -3.1793], [-0.6600, 3.0788, -1.6569], [0.9241, 3.6529, -1.4809]],
  "nbo_charge": [-0.13, -0.22, -0.25, -0.20, 0.15, 0.25, 0.52, -0.64, -0.64, -0.11, -0.25, -0.67, -0.79, -0.74, 0.25, 0.24, 0.24, 0.24, 0.25, 0.23, 0.23, 0.24, 0.23, 0.23, 0.26, 0.43, 0.39, 0.37, 0.45, 0.43],
  "homo_ev": [-11.6, -11.6],
  "relative_energy_kcal_mol": 25.37,
  "smiles": "CC(C)/N=C1\\C=CC=C(N)\\C1=C(/N)[NH+]=S",
  "largest_force_ev_per_a": 5.61,
  "orbital_gap_ev": [5.727, 5.732],
  "total_charge": 1
}